[1]
Density functional theory data (ωB97M-V/def2-TZVPD) for a single C8H8BrFN2 molecule at a distorted geometry.

Element x y z (Å)
1 C -0.1503 -1.8146 0.2315
2 F -0.2587 -3.1527 0.7503
3 C -0.2256 -0.4994 -1.6513
4 H 1.6943 1.6385 2.0948
5 C 0.7469 0.4356 -1.0230
6 H 1.8663 0.0588 -1.1745
7 H -1.3653 -2.3135 -1.4944
8 H 0.7096 1.4207 -1.5707
9 H 1.7527 2.3301 0.5452
10 H 0.8178 -0.9962 2.0137
11 H -0.5546 -0.4758 -2.7020
12 N -1.7608 0.8312 0.4553
13 C -0.7568 -1.5422 -1.0117
14 Br -4.4300 0.6292 -0.3368
15 C 0.4906 -0.9347 1.0360
16 H 2.6195 0.8707 0.8662
17 N -0.6422 1.2517 0.7522
18 C -2.8213 0.3640 0.6723
19 C 1.7106 1.3780 1.0546
20 C 0.5571 0.5209 0.4922

Values from the calculation:
- E_LUMO (spin up / spin down) (eV) = -0.662 / -0.661
- HOMO (spin up / spin down) (eV) = -8.7086 / -8.7078
- HOMO-LUMO gap (spin up / spin down) (hartree) = 0.2957 / 0.2957
- spin multiplicity = 1



[2]
Density functional theory data (ωB97M-V/def2-TZVPD) for a molecular structure, C16H19BEuN6Se at a distorted geometry.

Element x y z (Å)
1 H -1.8126 5.1144 0.1646
2 N -0.0342 0.9878 -3.1470
3 B -1.5090 1.3789 -2.8409
4 H 2.9236 0.4037 -4.4607
5 H 0.4846 1.4930 -5.1283
6 H -2.0143 1.8233 -3.8251
7 C 2.3494 0.1431 1.2237
8 C 1.6809 -1.5842 5.4922
9 N 0.6757 0.3870 -2.1119
10 C -2.7082 -1.6558 -1.0990
11 C 0.7948 1.0603 -4.2014
12 C -1.6483 4.1167 -0.2733
13 C 1.8080 -3.1063 3.6841
14 H -3.7785 -0.1345 -3.8224
15 Eu -0.1679 -0.0978 0.6907
16 C -1.8666 3.6893 -1.5666
17 H -0.8324 2.8593 1.4499
18 H 0.0053 -0.1678 5.4547
19 H -4.4417 -2.3502 -2.2976
20 C -3.6512 -1.6645 -2.1501
21 N -1.0538 1.9777 -0.4379
22 N -1.5170 2.4012 -1.6667
23 N -1.8700 -0.6306 -1.2244
24 H 1.9142 1.3621 1.3946
25 H -2.2681 4.1997 -2.4419
26 H 2.2517 -0.9032 0.6883
27 H -2.6037 -2.3411 -0.2756
28 H 2.6417 -0.0397 2.2748
29 C -1.1474 3.0129 0.4278
30 H 3.1818 -3.0988 5.3331
31 H 0.3112 -2.8691 2.0715
32 C 1.8806 0.0973 -2.5108
33 C 0.5504 -0.9979 4.9776
34 H 2.5984 -0.4008 -1.8418
35 C 0.7172 -2.5421 3.0587
36 C 0.0003 -1.5371 3.7795
37 C 2.2989 -2.6506 4.8731
38 H 2.0553 -1.1601 6.4251
39 Se -1.6577 -0.8564 3.3043
40 H 2.2974 -3.9320 3.1716
41 H 3.1305 0.4623 0.4939
42 N -2.2656 0.0673 -2.3791
43 C 2.0221 0.5145 -3.8718
44 C -3.3173 -0.5503 -2.9292

Values from the calculation:
- E_LUMO (spin up / spin down) (eV) = -0.462 / -0.495
- HOMO (spin up / spin down) (eV) = -7.0572 / -7.0865
- HOMO-LUMO gap (spin up / spin down) (hartree) = 0.2424 / 0.2422
- spin multiplicity = 8
- <S²> = 15.760



[3]
Density functional theory data (ωB97M-V/def2-TZVPD) for 2 unconnected molecules or ions with the total composition C4H10O3 at a distorted geometry.

Element x y z (Å)
1 H 0.8922 -0.8235 -0.9717
2 H -0.3048 -1.7349 1.7296
3 C 0.4120 2.2235 -0.4939
4 O 0.0194 -0.7371 -0.5824
5 H -0.6993 1.9616 1.2415
6 H -0.3588 -3.2158 -0.3072
7 O 0.1842 2.8195 -1.5083
8 H -0.5713 -0.2563 2.6650
9 C -0.6993 -0.7266 1.6945
10 H -1.4959 1.2711 -0.2180
11 H 0.5224 -4.3210 0.2916
12 C -0.5573 1.4010 0.3111
13 C 0.0378 0.0291 0.6242
14 H 1.4279 2.2452 -0.0319
15 H -1.7757 -0.7494 1.5162
16 H 1.0893 0.1978 0.8666
17 O 0.5174 -3.6094 -0.3545

Values from the calculation:
- E_LUMO (eV) = 0.721
- HOMO (eV) = -9.8474
- HOMO-LUMO gap (hartree) = 0.3884
- SMILES string = C[C@@H](O)CC=O.O
- spin multiplicity = 1



> What is the spin multiplicity in the third record?

1